No. 1
Molecular formula: C38H31AuN5O6PSTe
Method: DFT, ωB97M-V with the def2-TZVPD basis set

As for the multiplicity: 3. The value obtained for the relative energy (zero: lowest compared OMol25 entry of this formula, charge and spin) is 26.4 kcal per mole. The calculation puts the orbital gap (spin up / spin down) at 5.970 / 4.857 eV.

Structure (XYZ):
```
84
Properties=species:S:1:pos:R:3:forces:R:3:lowdin_charge:R:1
Au 0.370979 -0.187795 -0.386999 -0.1029 -0.6114 0.3449 0.650
N 1.501172 1.251684 0.247980 0.5804 0.5265 0.3298 -0.423
P 2.658119 1.911513 -0.571553 -0.0573 -0.1592 0.1674 0.735
C 3.993942 0.809220 -1.145794 -0.2886 0.3547 0.2134 -0.287
C 3.675186 -0.195694 -2.053476 0.0032 0.0687 -0.0140 -0.098
C 4.652536 -1.084032 -2.460377 -0.0479 -0.0653 -0.0967 -0.077
C 5.938169 -0.983517 -1.952720 0.0146 0.0820 -0.0729 -0.107
C 6.249169 0.001716 -1.031950 0.1562 -0.0446 -0.0581 -0.093
C 5.278635 0.900685 -0.626749 -0.0411 0.0764 -0.0177 -0.073
C 3.396644 3.090838 0.593487 0.0315 -0.0131 -0.3429 -0.301
C 3.462923 2.706720 1.928917 0.0150 -0.0337 0.0464 -0.091
C 3.939347 3.587188 2.884094 -0.0084 0.0157 0.0631 -0.079
C 4.330871 4.864987 2.511746 0.0280 0.0214 -0.0208 -0.086
C 4.274223 5.243825 1.180196 0.0343 0.1939 0.0473 -0.082
C 3.814814 4.359573 0.218206 0.0455 -0.0360 0.0522 -0.076
C 2.172521 2.897511 -2.031852 0.2789 -0.2134 0.3771 -0.294
C 1.163790 3.827659 -1.800174 -0.0133 -0.0092 -0.0303 -0.095
C 0.730130 4.649983 -2.823901 -0.1124 0.0109 0.0367 -0.079
C 1.288867 4.530531 -4.088368 0.0499 -0.0213 -0.0353 -0.085
C 2.292275 3.602745 -4.318159 -0.0268 -0.0042 -0.1733 -0.081
C 2.738625 2.782125 -3.293896 -0.0152 0.0894 0.0559 -0.071
H 2.663471 -0.258064 -2.434110 -0.0789 -0.1387 -0.0872 0.091
H 4.409150 -1.869091 -3.159549 -0.0346 -0.0835 -0.1005 0.110
H 6.692491 -1.690846 -2.261327 0.1063 -0.0766 -0.0523 0.107
H 7.246709 0.059015 -0.620902 0.0992 0.0507 0.0161 0.106
H 5.515554 1.675810 0.088470 0.0483 0.0383 0.0425 0.101
H 3.103161 1.725256 2.203721 -0.0373 -0.0301 0.0313 0.091
H 3.983326 3.290833 3.923449 -0.0118 -0.0303 0.0238 0.102
H 4.667421 5.570274 3.260095 0.0402 -0.0020 0.0108 0.102
H 4.566366 6.243385 0.892943 0.0553 0.0710 -0.0299 0.102
H 3.759766 4.665736 -0.816133 -0.0038 0.0387 -0.0936 0.105
H 0.731481 3.883049 -0.808829 -0.0870 0.0756 0.0118 0.109
H -0.047045 5.378564 -2.640652 -0.0556 0.0270 0.0048 0.103
H 0.936669 5.154374 -4.898601 0.0137 0.0543 -0.0101 0.102
H 2.728397 3.512754 -5.303205 0.0065 -0.0087 -0.0622 0.102
H 3.518200 2.058588 -3.484080 0.0700 -0.0111 0.0122 0.098
O -0.045950 -0.571928 -2.824605 -0.2243 -0.0648 -0.9860 -0.021
C -1.064061 -1.127754 -2.399917 0.6012 0.0305 -0.1925 -0.649
O -1.206689 -1.425009 -1.173390 -0.4069 -0.3927 0.1996 -0.198
C -2.245571 -1.377310 -3.286049 -0.2925 0.0842 -0.0854 -0.080
C -3.483452 -1.101417 -2.726054 -0.5038 -0.0105 -0.1918 0.081
C -4.643314 -1.191439 -3.493407 1.8805 -0.3302 -0.6942 -0.117
C -4.569224 -1.538202 -4.837183 -0.3243 0.0634 0.0676 0.103
C -3.324264 -1.812987 -5.382263 0.1621 0.2894 1.4263 -0.115
C -2.155811 -1.746421 -4.622195 -0.2644 0.0526 -0.1113 0.104
N -3.236881 -2.153477 -6.783358 0.0091 -0.2212 -0.6534 -0.358
O -4.253849 -2.073583 -7.440481 -0.0614 -0.0135 -0.1229 0.091
O -2.155004 -2.497802 -7.211168 0.0507 -0.0126 -0.0468 0.094
N -5.898728 -0.901207 -2.880558 -1.3268 0.4103 0.8708 -0.315
O -5.875405 -0.430833 -1.741748 -0.2276 -0.2499 -0.9071 0.050
O -6.919303 -1.130252 -3.503813 0.4269 0.0868 0.2245 0.108
H -3.548018 -0.797654 -1.695140 0.0549 -0.0049 0.0184 0.108
H -5.458741 -1.574575 -5.449024 0.0289 -0.0500 0.0140 0.134
H -1.203896 -1.969795 -5.077574 0.0776 0.0824 -0.0261 0.137
N -4.213256 0.433636 0.558860 -0.7251 -0.1593 -0.4514 0.115
C -3.196569 -0.333321 0.956013 1.0218 0.8248 0.7757 -0.901
S -1.776209 0.394019 1.520952 -0.4189 -0.0276 0.2562 0.530
N -3.309840 -1.669176 0.950038 -0.2254 -0.5925 -0.0237 0.059
C -4.390469 -2.395794 0.397875 -0.1641 -0.0853 -0.1092 -0.251
C -4.124741 -3.365266 -0.563448 -0.0085 0.0897 0.1238 -0.031
C -5.171574 -4.032881 -1.171600 -0.0142 -0.0671 0.0194 -0.076
C -6.480779 -3.752302 -0.812894 -0.0703 -0.0040 -0.0925 -0.087
C -6.741045 -2.817196 0.174128 0.0177 0.0103 -0.0293 -0.075
C -5.701554 -2.139162 0.786317 0.1237 -0.1863 0.0772 -0.040
H -4.064796 1.429736 0.543677 0.1186 -0.1645 0.0300 0.101
H -4.992363 0.053916 0.028014 0.2402 0.1515 0.1759 0.063
H -2.442872 -2.173524 1.091543 -0.1645 0.3111 -0.0776 0.113
H -3.099003 -3.561623 -0.838742 0.1191 0.0188 -0.0919 0.115
H -4.966217 -4.764064 -1.939050 0.0276 -0.0938 -0.0542 0.108
H -7.294877 -4.255903 -1.310985 -0.0856 -0.0681 -0.0131 0.105
H -7.758276 -2.601338 0.459791 -0.1157 0.0099 0.0476 0.110
H -5.901645 -1.426456 1.571443 0.0024 0.0985 0.0540 0.122
Te 1.017151 -1.931179 1.645163 0.3162 0.0927 -0.4647 1.120
C 2.727721 -2.757398 0.692901 -0.0238 -0.0779 0.1676 -0.614
C 2.618166 -3.890477 -0.102434 -0.3696 0.0551 0.0962 -0.155
C 3.744871 -4.456545 -0.671158 0.1096 -0.0544 -0.0542 -0.085
C 4.993491 -3.907748 -0.431612 -0.0100 -0.0620 0.0235 -0.090
C 5.107229 -2.780240 0.365579 0.0804 -0.1679 0.0737 -0.102
C 3.979523 -2.196499 0.913218 -0.1408 0.1438 0.2380 -0.154
H 1.648247 -4.338890 -0.265470 -0.0706 -0.0775 -0.0822 0.093
H 3.650663 -5.341253 -1.285589 -0.0322 -0.0242 -0.0362 0.105
H 5.872454 -4.363737 -0.864699 0.0712 -0.0041 -0.0054 0.106
H 6.080625 -2.358313 0.566448 0.0132 0.0520 0.0138 0.106
H 4.075121 -1.314350 1.531011 0.0632 0.1054 0.0197 0.096
```
Forces are in eV/Å.

No. 2
Molecular formula: C32H55NO19P
Method: DFT, ωB97M-V with the def2-TZVPD basis set

As for the multiplicity: 1. The calculation puts the orbital gap at 9.666 eV. As for the total charge: +1.

Structure (XYZ):
```
108
Properties=species:S:1:pos:R:3:forces:R:3:lowdin_charge:R:1
C -7.195687 -1.718377 -7.250524 -0.0933 0.0923 0.0442 -0.086
C -6.950560 -2.903470 -6.330309 -0.1926 -0.0474 -0.2710 -0.270
O -6.535628 -2.561059 -5.021458 0.0356 -0.0378 -0.0245 -0.146
C -5.381020 -1.758224 -4.962694 0.1154 0.2132 0.2287 -0.253
C -4.883837 -1.766850 -3.522755 -0.1855 -0.1943 -0.1263 -0.174
C -4.105953 -3.030990 -3.167071 0.2757 0.0148 0.2589 -0.196
C -2.658371 -3.014430 -3.701532 -0.1710 0.2107 0.4759 -0.176
C -1.625381 -2.602471 -2.622588 0.0508 -0.2853 -0.2819 -0.146
C -0.495310 -1.709130 -3.142619 0.3161 0.1815 0.3294 -0.287
C 0.931486 -2.283878 -3.007283 -0.2651 0.7138 -0.1856 -0.096
C 1.847944 -1.040541 -3.150744 0.1920 -0.5619 0.0270 -0.115
N 0.916988 0.139005 -3.089532 0.1310 -0.2055 -0.3797 -0.249
P 1.478642 1.791076 -2.561408 -0.0577 0.9309 0.0701 1.047
C 2.922212 1.968122 -3.679307 -0.2259 -0.4242 0.2174 -0.238
C 2.206204 1.551499 -0.888763 -0.1440 0.0473 -0.2855 -0.381
C 1.782635 2.788377 -0.064999 0.5164 -0.5197 -0.0190 -0.148
C -0.301340 -0.384865 -2.402822 -0.0368 -0.3779 0.0991 -0.116
H -7.907317 -1.024526 -6.798657 0.0283 -0.0033 0.0182 0.083
H -6.287124 -1.167866 -7.495829 0.0351 -0.0468 0.0186 0.065
H -7.629910 -2.070483 -8.186852 0.0255 -0.0318 -0.0025 0.078
H -6.237660 -3.599636 -6.792437 0.1229 0.0660 0.0766 0.119
H -7.888578 -3.445142 -6.207055 0.0502 -0.0419 0.0934 0.120
H -4.603625 -2.135375 -5.643875 -0.0321 -0.0422 -0.0521 0.125
H -5.607860 -0.726751 -5.259613 -0.0356 -0.0470 -0.0760 0.118
H -4.276776 -0.873348 -3.345248 0.0656 -0.0302 0.0522 0.111
H -5.765788 -1.696487 -2.883012 0.0080 0.1243 -0.0064 0.121
H -4.644478 -3.914179 -3.511421 -0.0687 0.0812 -0.1377 0.116
H -4.068201 -3.117551 -2.076845 -0.0272 -0.1015 -0.0189 0.107
H -2.597966 -2.289972 -4.516773 -0.0078 -0.1816 -0.1876 0.096
H -2.392570 -4.000725 -4.078188 0.0683 0.0741 -0.2242 0.113
H -2.136301 -2.133677 -1.778259 0.0109 0.1572 -0.0466 0.117
H -1.171088 -3.517358 -2.232614 -0.0809 0.0222 0.1499 0.105
H -0.655937 -1.449219 -4.194891 -0.1484 -0.1345 -0.0280 0.145
H 1.047664 -2.653138 -1.989811 -0.0181 -0.3718 -0.0843 0.093
H 1.124454 -3.057771 -3.744871 0.1920 -0.0829 0.1178 0.130
H 2.561865 -0.986905 -2.330158 -0.0592 0.1922 0.0361 0.120
H 2.415709 -1.013931 -4.077553 -0.1430 0.0768 -0.0696 0.128
H 0.626933 0.321441 -4.064648 0.0196 0.2303 0.0198 0.098
H 3.508424 2.809963 -3.308844 -0.0227 0.0552 -0.0145 0.041
H 2.544802 2.186383 -4.676395 0.1415 0.0306 -0.0545 0.030
H 3.549342 1.075332 -3.702106 0.1187 0.1028 -0.0039 0.043
H 1.823740 0.634751 -0.434516 0.0201 -0.0411 -0.0079 0.068
H 3.293392 1.500087 -0.964481 -0.0058 -0.2553 0.0743 0.079
H 1.854963 2.539369 0.992887 -0.1232 0.1150 0.0407 0.075
H 2.484459 3.595690 -0.261988 -0.2834 0.1902 -0.0152 0.042
H 0.762899 3.068894 -0.312204 -0.0249 0.1542 0.2270 0.042
H -1.128844 0.319310 -2.420910 0.1042 0.1310 -0.1992 0.135
H -0.015770 -0.588151 -1.367667 -0.1555 0.1434 0.0802 0.132
C -2.003227 3.968581 -5.850196 -0.1217 0.0807 0.0342 -0.081
C -1.976386 3.581347 -4.381495 0.0040 0.1722 -0.0587 -0.085
O -1.236579 2.349155 -4.428095 -0.1735 -0.1850 0.1384 0.015
C -0.482043 2.340421 -5.535388 -0.0940 0.0527 0.0413 -0.587
O 0.371692 1.519168 -5.737318 0.0252 -0.1045 0.0841 0.114
O -0.802806 3.345282 -6.351028 0.0789 -0.0802 -0.0097 0.089
H -1.957476 5.038612 -6.025896 0.1135 -0.0165 -0.0292 0.138
H -2.854797 3.544568 -6.382128 0.0137 -0.0145 0.0044 0.138
H -1.421499 4.290174 -3.766622 0.0111 -0.0130 -0.0020 0.138
H -2.956401 3.409130 -3.947688 0.0172 -0.1138 -0.0254 0.138
C 6.714414 6.336330 -1.656075 0.0893 -0.0004 -0.0461 -0.105
C 5.903049 5.942038 -2.875687 0.0440 0.0370 -0.0625 -0.109
O 4.783978 5.263638 -2.285687 0.0135 -0.0170 0.0011 0.039
C 4.643185 5.705390 -1.009448 -0.0166 0.0440 0.0357 -0.565
O 3.708803 5.464231 -0.314719 0.0778 -0.0070 -0.0757 0.155
O 5.704712 6.448698 -0.645881 -0.0021 -0.0094 -0.0087 0.072
H 7.234412 7.283722 -1.761986 -0.0705 0.0402 0.0574 0.135
H 7.422021 5.562179 -1.356288 -0.0079 -0.0052 -0.0078 0.134
H 5.533141 6.805919 -3.428985 0.0053 0.0097 0.0146 0.134
H 6.425825 5.271729 -3.552070 -0.0544 -0.0707 0.0366 0.132
C 1.421406 -4.385491 0.302511 -0.0340 0.0062 -0.0679 -0.134
C 0.125887 -3.810053 0.850154 -0.0032 0.0880 -0.0588 -0.126
O -0.123833 -4.645873 1.976615 0.0363 -0.0186 0.0163 0.066
C 1.053661 -5.185111 2.387260 -0.0270 0.0454 -0.0326 -0.560
O 1.213140 -5.781038 3.395709 0.0209 -0.0046 0.0464 0.185
O 2.026581 -4.932156 1.470828 -0.0047 -0.0075 0.0153 0.061
H 2.082032 -3.639821 -0.134243 0.0721 -0.0152 0.0840 0.117
H 1.251341 -5.188570 -0.418040 -0.0206 0.0106 0.0026 0.136
H 0.242462 -2.779733 1.197032 0.0130 0.0029 -0.0158 0.130
H -0.709268 -3.865687 0.156528 -0.0443 -0.0815 0.0574 0.118
C -0.232752 0.785000 3.615129 0.0515 -0.0117 0.0941 -0.110
C -1.480996 1.441095 4.165084 -0.0612 -0.1167 0.1256 -0.103
O -1.750277 2.450515 3.173577 0.0574 -0.0108 -0.0496 0.074
C -1.188995 2.073297 2.015896 -0.1037 0.0391 0.0294 -0.586
O -1.378772 2.596694 0.961070 0.0313 -0.0783 -0.1054 0.134
O -0.374580 1.005704 2.198509 0.0513 -0.0021 -0.0313 0.032
H -0.179501 -0.278062 3.822053 -0.0546 -0.0201 -0.0944 0.117
H 0.681798 1.274312 3.953479 -0.0098 0.0087 -0.0062 0.135
H -2.325427 0.755700 4.207882 0.0198 -0.0071 0.0064 0.129
H -1.341980 1.900724 5.137624 -0.0041 0.0892 -0.0515 0.137
C 1.575531 -1.254074 7.493413 0.1140 -0.0174 0.0324 -0.097
C 1.183077 -2.694599 7.237763 0.1279 -0.0867 0.0263 -0.095
O -0.209414 -2.574367 6.911920 -0.0199 0.0741 -0.0443 0.080
C -0.443539 -1.324971 6.480135 -0.0448 -0.1454 0.1434 -0.574
O -1.466095 -0.956199 5.987478 0.0526 0.0877 -0.1160 0.147
O 0.636849 -0.535462 6.668868 0.0295 0.0016 -0.0382 0.050
H 2.591858 -1.017763 7.188058 -0.0664 0.0572 -0.1131 0.134
H 1.420037 -0.977231 8.532756 -0.0575 0.0367 -0.0763 0.101
H 1.700022 -3.129927 6.380563 -0.0148 -0.0026 0.0038 0.132
H 1.305606 -3.333718 8.106932 -0.1239 0.0272 0.0310 0.133
C 3.493372 -0.174366 12.490137 0.0589 0.0582 0.0370 -0.107
C 2.235311 0.640440 12.724383 0.0261 0.0438 0.0841 -0.105
O 1.381967 0.184506 11.665670 0.0094 0.0219 0.0134 0.067
C 1.789810 -1.043733 11.289237 -0.0978 -0.1141 0.0399 -0.570
O 1.183161 -1.761238 10.555280 0.0992 0.0397 0.0470 0.146
O 2.976363 -1.349777 11.851662 0.0185 0.0229 -0.0092 0.068
H 4.015391 -0.451074 13.401292 -0.0411 -0.0925 -0.0094 0.134
H 4.186848 0.316223 11.805608 -0.0090 0.0062 0.0006 0.133
H 1.758258 0.409776 13.677440 0.0106 -0.0131 -0.0002 0.135
H 2.383766 1.712975 12.640671 -0.0463 -0.0055 -0.0911 0.133
```
Forces are in eV/Å.

No. 3
Molecular formula: CaH2O
Method: DFT, ωB97M-V with the def2-TZVPD basis set

As for the multiplicity: 1. The value obtained for the relative energy (zero: lowest compared OMol25 entry of this formula, charge and spin) is 23.0 kcal per mole. The calculation puts the orbital gap at 14.679 eV. As for the total charge: +2.

Structure (XYZ):
```
4
Properties=species:S:1:pos:R:3:forces:R:3:lowdin_charge:R:1
O 0.129059 -0.065220 -0.093948 3.4195 -4.1723 -3.9655 -0.217
H 0.343490 -0.997740 0.135592 0.2642 0.0058 -0.2712 0.161
H 0.420440 0.033440 -1.028617 0.1810 -0.1519 0.0794 0.167
Ca -0.892990 1.029519 0.986972 -3.8646 4.3185 4.1572 1.889
```
Forces are in eV/Å.

No. 4
Molecular formula: C8H11ClF9OPbPr
Method: DFT, ωB97M-V with the def2-TZVPD basis set

As for the multiplicity: 3. The calculation puts the orbital gap (spin up / spin down) at 6.239 / 6.194 eV.

Structure (XYZ):
```
32
Properties=species:S:1:pos:R:3:forces:R:3:lowdin_charge:R:1
Pr 0.251650 -0.009511 0.449091 -0.5445 1.6152 0.1691 0.666
Cl 2.685443 -0.696101 -0.358550 -0.2262 -0.8771 -0.6334 -0.001
C 0.276760 1.963969 -0.920576 -0.0645 -0.3917 -0.2803 -0.264
H -0.360275 2.773369 -0.553440 0.0791 -0.1988 0.0136 -0.013
H 0.072299 1.833450 -1.986576 0.1702 -0.0091 -0.1398 -0.012
H 1.323246 2.256237 -0.795078 0.1525 0.2404 -0.1112 -0.009
Pb 0.350509 -2.385698 -1.960273 -1.2282 -0.2454 -0.2585 1.322
C 0.486778 -4.299350 -0.715871 0.4373 0.3054 -0.4257 -0.239
C 0.925547 -2.345828 -4.169839 0.3606 -0.0516 0.5373 -0.229
C -1.351685 -1.066405 -1.164577 -0.0733 -0.5864 -0.5450 -0.427
H 0.098392 -1.899046 -4.731441 0.1466 -0.0704 0.3412 -0.001
H 1.835891 -1.742998 -4.271658 -0.2859 -0.1762 0.0063 -0.002
H 1.111060 -3.375207 -4.494585 -0.0363 0.2656 0.1277 -0.009
H -0.480739 -4.453924 -0.224624 0.2202 0.1862 -0.2143 -0.002
H 0.720326 -5.126086 -1.399125 -0.0349 0.2161 0.3244 -0.010
H 1.283445 -4.165910 0.025006 -0.1944 -0.1229 -0.2101 -0.007
H -1.721837 -0.559730 -2.078548 0.4065 -0.1004 0.4146 -0.040
H -2.185195 -1.728973 -0.805692 0.9497 -0.0161 -0.2770 -0.031
F -2.745415 1.578453 2.945372 0.8376 0.0293 1.0640 0.146
C -1.628802 1.680871 3.720687 -0.2269 -0.0262 -0.0308 -0.469
F -1.946867 2.335187 4.865834 0.2540 -0.6404 -0.9483 0.155
F -1.250303 0.405092 4.040280 -0.4741 1.1418 -0.0968 0.131
C -0.502480 2.368288 2.864987 0.2059 -0.5682 -0.8667 -0.249
O -0.351805 1.574951 1.760586 -0.1669 0.1872 1.5634 -0.356
C -0.943313 3.780012 2.324038 0.0079 0.1532 -0.3986 -0.472
F -1.254227 4.660956 3.312712 0.2394 -0.6478 -0.9097 0.149
F 0.049863 4.306909 1.553381 -1.0715 -0.2533 0.9404 0.148
F -2.024164 3.618350 1.512568 0.8946 0.4765 0.9028 0.147
C 0.910862 2.402301 3.567715 0.2742 0.0780 -0.1841 -0.459
F 0.980731 3.194368 4.665904 -0.0446 -0.7180 -0.9375 0.158
F 1.271806 1.129675 3.924327 -0.2178 1.2229 -0.1564 0.132
F 1.835290 2.828146 2.655997 -0.7463 -0.4178 1.2194 0.145
```
Forces are in eV/Å.